Record 1
A 2-piece molecular cluster, C5H16NO overall, computed with ωB97M-V/def2-TZVPD.

XYZ file:
```
23
Properties=species:S:1:pos:R:3:forces:R:3
C -0.132659 -1.343952 -0.777607 0.143 -0.182 0.534
C 0.930690 -0.304956 -0.441106 0.403 -0.373 -0.376
C 0.538191 0.618245 0.690376 -0.684 1.384 -0.264
C 0.280381 0.023632 2.070264 0.436 0.110 0.131
C 1.534389 -0.484542 2.780521 0.039 -0.107 -1.411
N -1.060050 -0.853569 -1.847131 -0.545 -0.015 -0.165
H -0.724013 -1.513728 0.119204 -0.242 -0.117 -0.152
H 0.292943 -2.300610 -1.073974 -0.119 0.088 -0.259
H 1.822940 -0.870978 -0.208738 0.291 -0.126 0.357
H 1.238379 0.247341 -1.335899 -0.244 0.118 0.015
H 1.205699 1.481955 0.743204 0.724 -0.451 0.242
H -0.336063 1.213634 0.387356 -0.426 -0.566 -0.082
H -0.205908 0.816121 2.644547 -0.085 -0.274 0.144
H -0.391957 -0.838988 2.019862 -0.277 0.260 -0.049
H 1.992382 -1.231091 2.130287 0.389 0.095 -0.156
H 1.277647 -1.064212 3.625221 -0.297 -0.231 1.293
H 2.269982 0.277305 3.014858 -0.028 0.119 0.080
H -1.949784 -1.346516 -1.937350 0.067 -0.303 0.406
H -1.310954 0.127494 -1.662932 0.051 0.478 -0.090
H -0.654002 -0.917658 -2.775365 0.405 0.188 -0.094
H -1.950062 2.737426 -1.362278 0.066 -0.290 0.069
H -1.571523 2.235312 -2.750323 0.005 0.008 0.148
O -1.605396 1.958413 -1.823558 -0.071 0.185 -0.322
```
Forces are in eV/Å.

The calculation puts the molar mass at 106.2 g mol⁻¹. The total charge is +1.

Atomic partial charges in e from the Löwdin method, atoms 1 to 8: atom 1 (C): -0.133, atom 2 (C): -0.185, atom 3 (C): -0.227, atom 4 (C): -0.248, atom 5 (C): -0.088, atom 6 (N): 0.191, atom 7 (H): 0.120, atom 8 (H): 0.136

***

Record 2
One molecule with the formula C9H16SSi, computed with ωB97M-V/def2-TZVPD.

XYZ file:
```
27
Properties=species:S:1:pos:R:3:forces:R:3
C -2.636565 1.095932 -0.788180 -2.612 -0.131 -0.583
C -3.439558 -0.009358 -0.533607 2.165 -1.162 0.877
C -1.892250 0.319524 1.191723 -0.709 0.130 0.877
C -1.558608 1.278100 0.053441 2.650 -3.166 1.347
C -2.691042 -0.762729 0.531741 -0.656 -0.280 -0.589
C -0.215563 -0.291482 -0.718468 -0.832 -0.490 1.787
C 1.835518 -0.297784 1.867028 -0.256 0.531 -0.002
C 1.979517 1.407879 -0.778567 3.335 -0.107 1.689
C 2.588734 -1.606554 -0.990761 0.689 -2.121 -0.673
Si 1.585322 -0.302149 -0.096172 -1.256 1.422 1.050
S -1.334750 -1.607950 -0.644684 0.118 -0.674 0.217
H -2.919847 1.773973 -1.519660 -0.099 1.076 -1.674
H -4.111288 -0.575583 -1.193001 -0.042 1.014 0.241
H -1.126141 -0.244170 1.721197 0.333 1.102 0.501
H -2.689414 0.836657 1.793522 1.041 -0.337 0.266
H -0.729007 1.988848 0.109726 -1.066 0.235 -0.065
H -3.097353 -1.560903 1.246190 0.302 1.237 -1.450
H -0.089615 0.069751 -1.691100 -0.178 0.560 -1.832
H 0.988921 -0.695278 2.485388 0.693 -0.235 -0.834
H 2.782495 -0.847826 2.136544 -0.951 0.741 -0.087
H 1.844898 0.781532 2.248689 0.511 -1.291 -0.754
H 1.415182 2.316537 -0.617936 -0.220 -0.017 0.807
H 3.095281 1.532850 -0.379323 -2.075 0.363 -0.813
H 2.084884 1.394515 -1.827996 0.230 -0.419 -1.460
H 2.811606 -1.527958 -2.099825 -0.557 0.520 1.209
H 3.594117 -1.935709 -0.563033 -1.345 0.648 -0.129
H 1.924535 -2.530656 -0.942885 0.789 0.849 0.076
```
Forces are in eV/Å.

The calculation puts the molar mass at 184.4 g mol⁻¹. The total charge is 0.

Atomic partial charges in e from the Löwdin method, atoms 1 to 8: atom 1 (C): -0.163, atom 2 (C): -0.089, atom 3 (C): -0.251, atom 4 (C): -0.104, atom 5 (C): -0.454, atom 6 (C): -0.599, atom 7 (C): -0.185, atom 8 (C): -0.212

***

Values of HOMO, in order: -0.53376, -0.28888, all in Eh.
Values of relative energy (zero: lowest compared OMol25 entry of this formula, charge and spin), in order: 0.526, 2.121, all in eV.
Values of total energy, in order: -329.8615, -1040.0925, all in Ha.